--- one ---
Density functional theory data (ωB97M-V/def2-TZVPD) for 2 unconnected molecules or ions with the total composition C5H16N2O.

Each line ends with the Löwdin charge.
Positions of all 24 atoms, in Å:
O: -2.6685 1.9353 -0.7835  -0.029
N: -1.3146 0.0433 -2.9954  0.168
N: 0.4650 -0.6010 2.5974  0.180
C: -0.3488 -0.6795 -2.1718  -0.076
C: 2.4937 0.1944 1.4112  -0.011
C: 0.9985 -0.1245 1.3453  -0.324
C: 0.5063 -1.0579 0.1287  -0.115
C: -0.2433 -0.3776 -0.8964  -0.108
H: -2.0552 2.4914 -0.2324  0.092
H: 1.2255 -1.8035 -0.2904  0.149
H: 0.3724 0.0990 3.3743  0.201
H: 0.5818 0.8373 1.1164  0.130
H: -0.2241 -1.8141 0.6562  0.163
H: 0.9709 -1.2691 3.1838  0.188
H: -3.4634 2.1712 -0.3972  0.021
H: -1.7106 -0.6524 -3.6721  0.189
H: 3.0829 -0.4443 0.8292  0.071
H: -0.9083 0.4211 -0.4738  0.117
H: -2.0400 0.4641 -2.2458  0.190
H: 3.0079 0.5010 2.3312  0.110
H: 0.1874 -1.4423 -2.7015  0.141
H: -0.9619 0.8497 -3.6329  0.223
H: 2.6517 1.1455 0.9200  0.094
H: -0.6054 -0.8871 2.5992  0.235

Values from the calculation:
Gap between HOMO and LUMO = 11.3 eV
Net charge = +2
HOMO level = -17.9 eV
Spin multiplicity = 1

***

--- two ---
Density functional theory data (ωB97M-V/def2-TZVPD) for 2 unconnected molecules or ions with the total composition C5H16N2O.

Each line ends with the Löwdin charge.
Positions of all 24 atoms, in Å:
O: -1.9787 3.1348 0.0870  -0.054
N: -1.8705 0.6025 0.6576  0.210
N: 1.8730 -1.7886 -0.9406  0.130
C: 0.9304 -1.4694 0.2901  -0.312
C: 1.6073 -1.6792 1.5702  -0.075
C: -1.1341 0.7548 -1.7395  0.165
C: 0.5563 0.1102 0.0511  -0.123
C: -0.7746 0.4268 -0.4469  -0.288
H: -2.8212 1.0064 0.1907  0.237
H: -0.1405 -2.0037 0.1011  0.201
H: 2.3522 -2.4653 1.2559  0.107
H: -1.7533 3.6736 0.9288  0.131
H: -2.1604 0.8763 -2.0196  0.091
H: 1.7396 -2.7438 -1.4946  0.223
H: -1.9910 -0.1226 1.2852  0.121
H: 0.8260 -1.8237 2.4647  0.165
H: 3.0276 -1.7218 -0.7433  0.262
H: 0.9491 0.8035 0.8895  0.166
H: 1.8139 -1.0169 -1.7079  0.168
H: -0.4556 0.7773 -2.5115  0.062
H: 1.0908 0.4666 -0.9435  0.144
H: 2.2951 -0.9121 1.8937  0.086
H: -2.4948 3.7594 -0.3693  0.040
H: -1.4866 1.3547 1.2512  0.143

Values from the calculation:
Gap between HOMO and LUMO = 11.1 eV
Net charge = +2
HOMO level = -17.9 eV
Spin multiplicity = 1

***

Going by the energies, one is most stable and the next is 0.0587 hartree up.

***

--- one ---
Density functional theory data (ωB97M-V/def2-TZVPD) for 2 unconnected molecules or ions with the total composition C5H16N2O.

Each line ends with the Löwdin charge.
Positions of all 24 atoms, in Å:
O: -2.2666 2.1169 0.2698  -0.060
N: -0.0520 1.0352 2.3042  0.222
N: 0.0975 -1.8150 -3.1311  0.225
C: 0.7019 0.6210 0.9998  -0.299
C: -0.1190 -0.7317 -0.9393  -0.045
C: 0.0395 -0.6862 0.5662  -0.121
C: 0.0176 -1.8105 -1.6777  -0.075
C: 2.1622 0.6054 1.3590  -0.027
H: -0.0165 0.2551 2.9665  0.177
H: 0.5037 1.4524 0.3430  0.139
H: 2.5307 1.3546 2.0583  0.100
H: -2.5440 2.8046 -0.3522  0.065
H: -1.0145 1.3497 2.1422  0.144
H: -3.1424 1.9164 0.6546  0.071
H: 0.8995 -1.2930 -3.4830  0.185
H: 2.4804 -0.3264 1.8297  0.101
H: 2.7769 0.7432 0.4773  0.102
H: 0.5758 -1.5689 0.9074  0.134
H: 0.4221 1.8035 2.7757  0.169
H: -0.7148 -1.4377 -3.6321  0.192
H: -0.9629 -0.8286 0.9778  0.138
H: 0.2230 -2.7596 -3.5061  0.189
H: 0.0533 -2.7530 -1.1579  0.142
H: -0.4302 0.2000 -1.4006  0.131

Values from the calculation:
Gap between HOMO and LUMO = 11.7 eV
Net charge = +2
HOMO level = -18.2 eV
Spin multiplicity = 1

***

--- two ---
Density functional theory data (ωB97M-V/def2-TZVPD) for 2 unconnected molecules or ions with the total composition C5H16N2O.

Each line ends with the Löwdin charge.
Positions of all 24 atoms, in Å:
O: 0.1002 2.4981 -2.1974  -0.063
N: -1.0581 -2.3675 -0.7144  0.224
N: -0.4339 2.1553 1.1655  0.251
C: 1.2426 -1.6223 -0.5774  -0.019
C: -0.0798 -1.5452 0.1480  -0.311
C: -0.6470 -0.1373 0.1526  -0.100
C: 0.0024 0.7236 1.2155  -0.274
C: 0.9011 0.4306 2.1363  0.151
H: -1.6983 -0.0412 0.4448  0.146
H: 1.3525 1.1500 2.8041  0.104
H: -0.4493 0.2973 -0.8293  0.123
H: -0.6136 -3.2548 -0.9539  0.178
H: -0.1791 2.4917 0.2262  0.150
H: 1.1048 -1.3609 -1.6303  0.107
H: -0.6772 3.0183 -2.4666  0.064
H: 0.7469 2.9235 -2.7820  0.068
H: 1.9080 -2.4723 -0.4736  0.111
H: -1.4248 2.2775 1.3878  0.188
H: -1.1354 -1.9698 -1.6574  0.178
H: -1.9882 -2.5331 -0.3281  0.183
H: -0.0633 -2.0751 1.0955  0.160
H: 1.1865 -0.6035 2.2718  0.096
H: 1.8317 -0.7633 -0.2384  0.100
H: 0.0711 2.7803 1.8007  0.183

Values from the calculation:
Gap between HOMO and LUMO = 12.0 eV
Net charge = +2
HOMO level = -18.4 eV
Spin multiplicity = 1

***

Going by the energies, one is most stable and the next is 0.0049 hartree up.

***

--- one ---
Density functional theory data (ωB97M-V/def2-TZVPD) for 3 unconnected molecules or ions with the total composition C9H18O3.

Each line ends with the Löwdin charge.
Positions of all 30 atoms, in Å:
O: 16.1823 5.7578 16.4995  0.068
O: 20.2836 0.4116 13.1993  0.057
O: 12.8502 2.5964 12.1027  0.016
C: 13.7813 2.5832 12.9515  -0.415
C: 13.5726 3.0158 14.4266  -0.009
C: 14.8034 6.6456 14.7956  -0.034
C: 19.0086 2.1680 14.2745  -0.018
C: 19.2007 -0.2382 15.1738  -0.036
C: 19.6399 0.7476 14.1787  -0.484
C: 17.2263 7.5838 15.2594  -0.014
C: 16.0966 6.5634 15.6182  -0.479
C: 15.1546 1.9266 12.6514  -0.028
H: 14.6455 7.6523 14.4085  0.071
H: 18.0181 7.4068 15.9873  0.076
H: 13.9136 6.3615 15.3573  0.084
H: 15.2132 0.8697 12.9114  0.087
H: 19.6569 2.6569 15.0016  0.082
H: 14.1433 3.9391 14.5266  0.052
H: 17.9759 2.0765 14.6111  0.056
H: 19.8423 -0.3164 16.0514  0.089
H: 14.0118 2.1557 14.9319  0.084
H: 19.2095 -1.2355 14.7340  0.095
H: 14.9925 6.0484 13.9036  0.078
H: 12.5122 3.2142 14.5820  0.085
H: 16.8149 8.5902 15.1823  0.077
H: 19.0232 2.7919 13.3808  0.078
H: 15.8712 2.3255 13.3693  0.044
H: 15.6031 2.1815 11.6912  0.082
H: 17.7220 7.3064 14.3291  0.076
H: 18.3137 0.0741 15.7250  0.080

Values from the calculation:
Gap between HOMO and LUMO = 10.1 eV
HOMO level = -9.7 eV
Spin multiplicity = 1

***

--- two ---
Density functional theory data (ωB97M-V/def2-TZVPD) for 3 unconnected molecules or ions with the total composition C9H18O3.

Each line ends with the Löwdin charge.
Positions of all 30 atoms, in Å:
O: 2.7019 -0.9201 2.4910  0.078
O: -2.2281 2.0269 -1.4740  0.067
O: -1.8111 -1.3621 0.3360  0.015
C: 0.9639 0.5389 3.0960  -0.029
C: 0.2689 -2.5911 -0.0850  -0.002
C: -1.1451 -2.4401 0.4680  -0.419
C: 1.9819 -0.0701 2.1190  -0.566
C: -1.1051 3.8319 -2.6260  -0.016
C: -0.2711 1.4009 -2.6490  -0.026
C: -1.7771 -3.6021 1.1820  -0.031
C: 2.2559 0.5089 0.7640  -0.044
C: -1.2901 2.3919 -2.1660  -0.502
H: 0.8499 0.0929 4.1130  0.080
H: 0.4049 -3.4211 -0.8760  0.130
H: -0.2851 0.6839 -1.8800  0.037
H: -2.8721 -3.3181 1.3290  0.107
H: -1.7201 -4.4621 0.5830  0.058
H: -1.4611 -3.6571 2.2340  0.093
H: 1.4129 0.2889 0.0440  0.067
H: 0.6619 1.7839 -2.4000  0.047
H: 0.9699 -2.7651 0.6360  0.049
H: 3.0799 0.0449 0.1310  0.098
H: -0.1211 0.5469 2.6290  0.117
H: -1.9841 4.1959 -2.1330  0.068
H: -0.0701 4.1859 -2.2720  0.123
H: 1.4509 1.5299 3.3400  0.091
H: 0.4159 -1.7261 -0.5490  0.002
H: -0.4491 0.8739 -3.6540  0.130
H: -1.4441 3.8019 -3.6180  0.065
H: 2.6169 1.6069 0.8870  0.113

Values from the calculation:
Gap between HOMO and LUMO = 10.2 eV
HOMO level = -9.5 eV
Spin multiplicity = 1

***

Going by the energies, one is most stable and the next is 0.0608 hartree up.

***

--- one ---
Density functional theory data (ωB97M-V/def2-TZVPD) for a single C14H16N2O3S molecule.

Each line ends with the Löwdin charge.
Positions of all 36 atoms, in Å:
S: 0.6560 -2.0447 1.1316  0.635
O: 0.6823 -3.3723 0.5951  -0.289
O: 2.8015 1.7917 -2.8039  -0.042
O: 1.2517 -1.7835 2.4076  -0.288
N: -0.9517 -1.6325 1.2587  -0.127
N: -3.4871 0.5164 2.2620  0.103
C: -4.6518 0.4902 2.8897  -0.147
C: -2.8203 -1.4044 3.5089  -0.016
C: -4.9832 -0.4571 3.8440  -0.069
C: 2.3849 1.1617 -0.6020  0.016
C: 1.9030 0.2788 0.3395  -0.053
C: -4.0421 -1.4281 4.1567  -0.064
C: -1.2722 -0.3467 1.8334  -0.187
C: 2.2942 0.8618 -1.9673  -0.260
C: -2.5872 -0.4065 2.5666  -0.281
C: 1.7097 -0.3403 -2.3675  -0.001
C: 1.2268 -1.2196 -1.4133  -0.054
C: 1.3263 -0.9093 -0.0735  -0.290
C: 2.7870 1.5576 -4.2018  -0.257
C: 3.4572 2.7460 -4.8726  -0.063
H: -5.3481 1.2685 2.6052  0.103
H: -4.2589 -2.1867 4.8948  0.106
H: 3.4644 2.6066 -5.9496  0.077
H: -0.4677 -0.1426 2.5455  0.119
H: 1.7518 1.4554 -4.5546  0.127
H: 4.4795 2.8438 -4.5182  0.079
H: -2.0510 -2.1328 3.7096  0.115
H: 1.9822 0.4829 1.3951  0.116
H: 1.6309 -0.5997 -3.4110  0.106
H: -1.3100 0.4590 1.0891  0.124
H: -1.4946 -1.8988 0.4539  0.121
H: 0.7870 -2.1626 -1.6978  0.116
H: 2.8450 2.0934 -0.3145  0.122
H: 3.3328 0.6331 -4.4330  0.127
H: 2.9193 3.6592 -4.6338  0.078
H: -5.9475 -0.4378 4.3274  0.099

Values from the calculation:
Gap between HOMO and LUMO = 9.7 eV
HOMO level = -9.0 eV
Spin multiplicity = 1

***

--- two ---
Density functional theory data (ωB97M-V/def2-TZVPD) for a single C14H16N2O3S molecule.

Each line ends with the Löwdin charge.
Positions of all 36 atoms, in Å:
S: 4.1416 -1.1798 0.3472  1.057
O: 0.8015 -2.5046 -0.6690  0.093
O: 0.5909 2.0547 0.5460  0.042
O: -0.6470 -2.6253 1.0183  0.111
N: 1.3961 0.0425 0.8394  0.207
N: 1.9058 2.1147 0.1924  0.144
C: -3.1525 -0.7501 0.5981  -0.128
C: -3.8064 1.2809 -0.4598  -0.180
C: -2.3118 1.1293 -0.7399  -0.125
C: -0.2994 -2.1235 -0.0164  -0.546
C: 0.3428 0.7933 0.9215  -0.327
C: 3.6994 0.4774 0.1225  -0.468
C: -1.8493 -0.0838 0.1023  -0.412
C: -4.2639 -0.1607 -0.2668  -0.181
C: 5.9337 0.4743 -0.4516  -0.183
C: 2.3578 0.8977 0.3771  -0.367
C: -1.0142 0.3732 1.3216  -0.039
C: 4.7591 1.2325 -0.3051  -0.108
C: -1.0319 -1.0428 -0.7783  -0.044
C: 5.7506 -0.8379 -0.1371  -0.409
H: 6.4732 -1.6294 -0.1611  0.061
H: -3.9665 1.8448 0.4603  0.113
H: -1.7506 2.0305 -0.4966  0.112
H: -5.2412 -0.2359 0.2067  0.109
H: -4.3285 1.7889 -1.2688  0.108
H: 4.6759 2.2859 -0.4986  0.115
H: 6.8735 0.8836 -0.7759  0.102
H: -3.3283 -0.4833 1.6402  0.121
H: -0.9151 -0.4628 2.0140  0.130
H: -0.2899 -0.5005 -1.3669  0.131
H: -1.5212 1.2052 1.8109  0.140
H: -2.1636 0.9223 -1.8007  0.120
H: -1.7059 -1.5415 -1.4801  0.145
H: -3.0937 -1.8343 0.5407  0.116
H: -4.3093 -0.6675 -1.2321  0.113
H: 1.2881 -3.1676 -0.1544  0.128

Values from the calculation:
Gap between HOMO and LUMO = 9.3 eV
HOMO level = -8.8 eV
Spin multiplicity = 1

***

Going by the energies, two is most stable and the next is 0.0208 hartree up.